Entry from OMol25: C36H66As4F24N13O3 as an isolated structure (ωB97M-V with the def2-TZVPD basis set).

Last column: Löwdin charge in e.
CARTESIAN COORDINATES (ANGSTROEM)
N 0.003 -0.820 -1.035  -0.681
O -0.344 -1.981 -1.216  -0.051
O -0.189 -0.245 0.037  -0.041
O 0.444 -0.193 -1.954  -0.056
C 4.776 1.616 -5.695  -0.053
C 4.185 2.155 -4.389  -0.208
N 4.421 1.421 -3.184  -0.045
C 5.629 0.931 -2.820  -0.032
C 5.550 0.249 -1.619  0.022
N 4.185 0.179 -1.320  -0.072
C 3.517 1.000 -2.243  0.039
C 3.504 -0.348 -0.147  0.024
H 4.511 0.563 -5.791  0.078
H 5.842 1.833 -5.633  0.081
H 4.273 2.129 -6.515  0.085
H 3.102 2.247 -4.478  0.115
H 4.551 3.180 -4.324  0.124
H 6.576 1.179 -3.275  0.140
H 6.287 -0.110 -0.915  0.139
H 2.471 1.268 -2.213  0.132
H 4.334 -0.689 0.471  0.098
H 3.054 -1.209 -0.642  0.079
H 2.706 0.199 0.355  0.102
C -1.700 5.800 -0.526  -0.051
C -0.867 4.553 -0.834  -0.171
N -1.268 3.761 -1.995  -0.002
C -2.559 3.309 -2.191  0.004
C -2.685 2.600 -3.430  0.024
N -1.402 2.461 -3.854  -0.105
C -0.589 3.200 -3.046  0.037
C -0.948 1.884 -5.057  -0.006
H -2.630 5.510 -0.037  0.059
H -2.021 6.192 -1.491  0.083
H -1.222 6.630 -0.006  0.095
H -0.739 3.929 0.050  0.124
H 0.128 4.967 -1.002  0.100
H -3.282 3.524 -1.418  0.117
H -3.617 2.307 -3.888  0.137
H 0.480 3.341 -3.102  0.160
H -0.933 0.799 -4.960  0.108
H 0.045 2.226 -5.349  0.102
H -1.591 2.196 -5.880  0.112
C -4.151 -0.847 -0.879  -0.067
C -3.784 0.221 0.129  -0.155
N -4.766 1.324 0.198  -0.031
C -5.899 1.431 -0.538  0.001
C -6.515 2.647 -0.136  0.002
N -5.802 3.217 0.922  -0.084
C -4.753 2.329 1.124  0.014
C -6.262 4.267 1.802  0.010
H -4.092 -0.470 -1.900  0.069
H -5.158 -1.235 -0.726  0.078
H -3.344 -1.579 -0.860  0.077
H -2.809 0.667 -0.065  0.112
H -3.667 -0.265 1.098  0.116
H -6.072 0.824 -1.415  0.130
H -7.367 3.143 -0.577  0.126
H -4.072 2.265 1.960  0.137
H -7.333 4.453 1.722  0.107
H -5.780 5.149 1.381  0.097
H -5.977 4.072 2.836  0.112
C 0.650 5.079 7.576  -0.056
C -0.090 5.030 6.218  -0.182
N 0.509 4.163 5.243  -0.034
C 1.812 4.137 4.756  -0.020
C 1.964 3.259 3.754  -0.055
N 0.800 2.599 3.587  -0.043
C -0.147 3.185 4.459  0.099
C 0.631 1.589 2.553  0.000
H -0.133 5.381 8.272  0.080
H 1.406 5.864 7.539  0.070
H 1.212 4.199 7.886  0.090
H -0.375 6.000 5.810  0.131
H -1.014 4.540 6.525  0.121
H 2.562 4.875 5.000  0.141
H 2.856 3.149 3.155  0.133
H -1.212 3.004 4.451  0.128
H 1.556 1.044 2.364  0.071
H 0.259 2.027 1.628  0.079
H -0.065 0.815 2.879  0.088
C 4.368 -6.197 2.607  -0.039
C 3.770 -5.921 1.192  -0.184
N 2.612 -5.077 1.253  -0.058
C 2.549 -3.687 1.388  0.003
C 1.202 -3.274 1.470  0.034
N 0.469 -4.462 1.345  -0.082
C 1.306 -5.498 1.117  -0.002
C -0.972 -4.453 1.235  0.005
H 4.547 -5.263 3.139  0.082
H 5.377 -6.581 2.459  0.080
H 3.760 -6.835 3.248  0.082
H 3.515 -6.788 0.583  0.124
H 4.616 -5.453 0.690  0.119
H 3.471 -3.128 1.433  0.113
H 0.639 -2.359 1.587  0.123
H 0.950 -6.516 1.058  0.163
H -1.358 -3.440 1.123  0.099
H -1.469 -4.787 2.146  0.114
H -1.294 -5.145 0.457  0.095
C -2.721 -4.047 -4.677  -0.036
C -1.763 -5.106 -4.015  -0.140
N -0.385 -4.724 -4.143  -0.059
C 0.329 -4.391 -5.324  0.045
C 1.686 -4.149 -4.935  0.007
N 1.722 -4.241 -3.570  -0.102
C 0.466 -4.495 -3.075  0.043
C 2.925 -4.059 -2.764  0.009
H -3.119 -4.316 -5.656  0.076
H -2.302 -3.043 -4.749  0.069
H -3.619 -3.886 -4.080  0.067
H -1.778 -6.074 -4.515  0.134
H -1.990 -5.338 -2.974  0.125
H -0.172 -4.345 -6.280  0.130
H 2.585 -3.829 -5.441  0.129
H 0.230 -4.706 -2.043  0.153
H 3.655 -3.374 -3.194  0.098
H 3.433 -5.015 -2.632  0.104
H 2.688 -3.580 -1.814  0.083
As -3.349 0.049 4.516  0.897
F -2.560 0.650 2.963  -0.331
F -2.778 1.577 5.355  -0.319
F -4.087 -0.453 6.046  -0.258
F -3.732 -1.464 3.763  -0.254
F -1.806 -0.781 5.026  -0.302
F -4.807 0.805 3.877  -0.277
As -5.507 -4.817 -0.727  0.923
F -5.975 -3.376 -1.621  -0.286
F -3.897 -4.197 -0.255  -0.304
F -5.086 -6.356 0.100  -0.301
F -7.174 -5.523 -0.990  -0.309
F -4.836 -5.592 -2.253  -0.326
F -6.250 -4.024 0.738  -0.308
As 3.714 -0.893 4.380  0.855
F 5.108 -0.372 5.342  -0.273
F 2.639 -0.268 5.615  -0.262
F 2.341 -1.550 3.411  -0.296
F 4.816 -1.610 3.150  -0.315
F 3.729 -2.476 5.245  -0.300
F 3.719 0.680 3.585  -0.277
As 3.473 4.562 -0.560  0.925
F 2.009 3.473 -0.633  -0.313
F 3.192 4.940 1.183  -0.286
F 4.825 5.725 -0.653  -0.278
F 3.659 4.296 -2.335  -0.298
F 2.463 5.974 -1.008  -0.298
F 4.671 3.310 -0.083  -0.276

* LUMO: -2.7450 eV
* net charge: +1
* largest force on an atom: 5.43 eV Å⁻¹
* DFT total energy: -13688.76399 a.u.
* HOMO-LUMO gap: 8.46 eV
* E_HOMO: -11.21 eV